(1)
Density functional theory data (ωB97M-V/def2-TZVPD) for C4H9N3O as an isolated structure at a distorted geometry.

Last column: Mulliken charge in e.
Element x y z (Å)
1 C -1.87626 1.16331 -0.21075  -0.96
2 N -0.98624 0.08761 0.30187  0.18
3 N -1.63774 -0.79703 1.21939  -0.70
4 H -0.38172 -0.23950 -0.59749  0.46
5 H -2.26539 -0.30507 1.85241  0.26
6 H -0.98411 -1.26433 1.84517  0.29
7 H -1.32696 1.64982 -1.01467  0.36
8 H -2.12450 1.84778 0.60273  0.36
9 H -2.77522 0.68389 -0.59159  0.37
10 C 2.33424 -1.11105 -0.78377  -1.11
11 C 1.36293 0.02049 -1.01779  0.49
12 C 0.55506 0.64028 0.74993  0.17
13 O 1.34956 0.71689 -2.01130  -0.52
14 N 1.04093 1.10165 1.70353  -0.58
15 H 2.51788 -1.15331 0.29592  0.32
16 H 3.28270 -0.95521 -1.30297  0.34
17 H 1.91482 -2.08623 -1.04062  0.27

Results
Lowest unoccupied orbital energy (spin up / spin down) ... 0.01648 / 0.01645 Ha



(2)
Density functional theory data (ωB97M-V/def2-TZVPD) for C15H17BF2NO2OsSSi as an isolated structure.

Last column: Mulliken charge in e.
Element x y z (Å)
1 Os 1.59365 -1.35167 0.48051  0.89
2 C -4.84213 -1.44657 -2.27159  -1.08
3 Si -3.59926 -1.99600 -0.99444  0.19
4 C -3.08850 -3.77438 -1.24292  -1.00
5 C -4.20640 -1.68070 0.74203  -0.99
6 C -2.03702 -0.92326 -1.25020  0.23
7 C -1.94843 0.10462 -2.19143  0.05
8 C -0.80396 0.88532 -2.34353  -1.06
9 C 0.29220 0.62541 -1.55526  0.09
10 N 0.24013 -0.37414 -0.66125  -0.45
11 C -0.88847 -1.10205 -0.49902  0.21
12 S -0.50040 -2.14783 0.84907  -0.41
13 H -5.75028 -2.04432 -2.16940  0.32
14 H -4.47736 -1.58518 -3.29127  0.33
15 H -5.13021 -0.40099 -2.14575  0.33
16 H -3.95652 -4.43046 -1.15152  0.35
17 H -2.35575 -4.09866 -0.50172  0.33
18 H -2.65929 -3.92990 -2.23444  0.34
19 H -5.12324 -2.24559 0.92341  0.35
20 H -4.43120 -0.62433 0.89936  0.34
21 H -3.47903 -1.98686 1.49605  0.33
22 H -2.80271 0.31381 -2.82420  0.43
23 H -0.76839 1.68798 -3.06500  0.42
24 H 1.21122 1.19142 -1.61417  0.47
25 F 1.35326 -2.24314 3.20783  -0.17
26 C 2.13763 -1.57079 2.39225  0.00
27 F 2.94225 -2.52704 1.64114  -0.29
28 H 2.83553 -0.94224 2.94024  0.32
29 O 3.65472 0.53549 0.99561  -0.59
30 B 2.26472 0.51762 0.98757  0.68
31 O 1.72420 1.76238 1.15805  -0.29
32 C 2.81879 2.61732 1.24304  0.79
33 C 2.82767 3.98186 1.41067  -0.88
34 C 4.08178 4.58471 1.45359  -0.54
35 C 5.25414 3.84349 1.33626  -0.53
36 C 5.23088 2.46135 1.17144  -0.91
37 C 3.98564 1.88073 1.13013  0.62
38 H 1.91236 4.54862 1.50543  0.48
39 H 4.14543 5.65611 1.58316  0.40
40 H 6.20732 4.35194 1.37652  0.39
41 H 6.13506 1.87591 1.08375  0.48

Results
Lowest unoccupied orbital energy ... -0.17147 Ha
Total charge ... +1



(3)
Density functional theory data (ωB97M-V/def2-TZVPD) for a single C16H16N2O3S molecule at a distorted geometry.

Last column: Mulliken charge in e.
Element x y z (Å)
1 C -0.51092 1.54253 -4.92771  -0.96
2 C -1.25126 0.64613 -3.93497  -0.34
3 O -0.58591 -0.58806 -3.63080  -0.47
4 C 0.12254 -0.61056 -2.45755  0.46
5 C 1.36931 0.08934 -2.41248  -0.79
6 C 2.04656 0.18908 -1.20918  -0.47
7 C 1.62120 -0.52852 -0.09298  -0.01
8 S 2.60389 -0.28490 1.47513  1.19
9 O 3.00403 -1.52360 2.12931  -0.62
10 O 3.73304 0.62194 1.21677  -0.64
11 N 1.42024 0.59623 2.54111  0.52
12 C 1.07575 1.91011 2.29637  -0.26
13 C 0.06279 2.22877 3.10916  -0.81
14 C -0.22968 1.02508 3.90921  0.75
15 C -1.13815 0.86262 5.08407  -1.05
16 N 0.63647 0.10646 3.57928  -0.73
17 C 0.43015 -1.30430 -0.13244  0.86
18 C -0.03947 -2.00766 0.96012  -0.68
19 C -1.23024 -2.71660 0.91596  -1.02
20 C -1.99956 -2.75414 -0.25640  -0.57
21 C -1.57298 -2.04423 -1.37782  -0.67
22 C -0.35784 -1.31146 -1.32917  0.36
23 H -0.46972 1.00226 -5.89788  0.25
24 H -1.01756 2.52795 -5.05899  0.35
25 H 0.50355 1.72530 -4.58388  0.25
26 H -2.27114 0.39725 -4.30300  0.35
27 H -1.39784 1.22135 -3.00852  0.33
28 H 1.72788 0.51038 -3.32368  0.58
29 H 2.94612 0.80450 -1.18776  0.49
30 H 1.53151 2.54169 1.52123  0.39
31 H -0.41347 3.20966 3.24274  0.36
32 H -1.37832 -0.21586 5.22442  0.31
33 H -0.70525 1.28642 6.02325  0.23
34 H -2.04203 1.41215 4.86672  0.33
35 H 0.49268 -2.01146 1.87754  0.46
36 H -1.58217 -3.26838 1.73764  0.48
37 H -2.96927 -3.23395 -0.27582  0.40
38 H -2.16493 -2.05351 -2.30899  0.39

Results
Lowest unoccupied orbital energy ... -0.01464 Ha
SMILES ... CCOc1ccc(S(=O)(=O)n2ccc(C)n2)c2ccccc12



Energy above the lowest of the compared OMol25 structures with the same formula, charge and spin, respectively: 603.61 0.00 405.86 kJ/mol.